(1)
The following is a DFT calculation (wB97M-V/def2-TZVPD) of C29H35N3O2PTi as an isolated structure.

CARTESIAN COORDINATES (ANGSTROEM)
Ti (0.983, 0.713, -0.371)
O (3.571, 0.957, 2.604)
C (2.629, 1.102, 1.893)
O (2.484, 0.517, 0.690)
C (1.455, 1.974, 2.235)
C (1.377, 2.618, 3.464)
C (0.291, 3.406, 3.723)
C (-0.691, 3.589, 2.730)
C (-1.813, 4.427, 2.918)
C (-2.719, 4.610, 1.915)
C (-2.534, 3.973, 0.670)
C (-1.463, 3.148, 0.463)
C (-0.529, 2.921, 1.491)
N (0.533, 2.079, 1.281)
H (2.177, 2.467, 4.176)
H (0.182, 3.910, 4.676)
H (-1.934, 4.930, 3.870)
H (-3.574, 5.255, 2.064)
H (-3.244, 4.146, -0.128)
H (-1.312, 2.682, -0.503)
N (2.205, 0.024, -2.192)
C (2.103, 1.352, -2.752)
C (2.619, 1.776, -3.950)
C (2.418, 3.108, -4.299)
C (1.724, 3.951, -3.440)
C (1.231, 3.441, -2.258)
N (1.414, 2.156, -1.925)
H (2.049, -0.711, -2.875)
H (3.126, -0.135, -1.781)
H (3.170, 1.101, -4.591)
H (2.811, 3.485, -5.234)
H (1.569, 4.990, -3.690)
H (0.684, 4.058, -1.557)
C (-1.658, -3.115, 1.931)
C (-0.975, -1.760, 1.741)
C (0.257, -1.688, 2.654)
C (-1.930, -0.614, 2.095)
P (-0.311, -1.525, 0.000)
C (0.697, -2.987, -0.352)
C (2.078, -2.883, -0.165)
C (2.900, -3.983, -0.376)
C (2.349, -5.188, -0.783)
C (0.975, -5.300, -0.965)
C (0.150, -4.208, -0.746)
C (-1.650, -1.358, -1.308)
C (-2.929, -2.162, -1.088)
C (-1.987, 0.140, -1.306)
C (-1.036, -1.707, -2.666)
H (-1.958, -3.204, 2.977)
H (-0.979, -3.939, 1.712)
H (-2.552, -3.221, 1.319)
H (-0.055, -1.835, 3.690)
H (0.747, -0.715, 2.591)
H (0.983, -2.466, 2.414)
H (-2.218, -0.704, 3.144)
H (-2.847, -0.643, 1.507)
H (-1.452, 0.360, 1.967)
H (2.506, -1.951, 0.189)
H (3.967, -3.901, -0.210)
H (2.987, -6.047, -0.948)
H (0.543, -6.243, -1.272)
H (-0.919, -4.319, -0.875)
H (-3.442, -1.871, -0.172)
H (-2.738, -3.234, -1.052)
H (-3.611, -1.980, -1.922)
H (-2.315, 0.491, -0.328)
H (-2.785, 0.349, -2.022)
H (-1.120, 0.742, -1.636)
H (-0.820, -2.768, -2.760)
H (-0.107, -1.155, -2.836)
H (-1.733, -1.431, -3.461)

Properties
2S+1 ... 2
Expectation value of S² ... 0.754
ΔE to the lowest compared entry with this formula, charge and spin ... 0.0 kcal per mole
Kohn-Sham gap (alpha / beta) ... 7.9 / 8.0 eV
Lowest unoccupied orbital energy (alpha / beta) ... -6.637 / -6.505 eV
Charge ... +2
Electronic energy ... -2631.28158 a.u.

Here is what Löwdin gives for the atomic charges, in e: number 1, Ti, carries 1.021; number 2, O, carries 0.197; number 3, C, carries -0.507; number 4, O, carries -0.167; number 5, C, carries -0.177; number 6, C, carries 0.049; number 7, C, carries 0.062; number 8, C, carries -0.128; number 9, C, carries 0.007; number 10, C, carries -0.030; number 11, C, carries -0.028; number 12, C, carries -0.038; number 13, C, carries -0.202; number 14, N, carries 0.061; number 15, H, carries 0.142; number 16, H, carries 0.142; number 17, H, carries 0.133; number 18, H, carries 0.124; number 19, H, carries 0.123; number 20, H, carries 0.082; number 21, N, carries 0.071; number 22, C, carries -0.335; number 23, C, carries 0.036; number 24, C, carries 0.013; number 25, C, carries -0.004; number 26, C, carries -0.065; number 27, N, carries 0.006; number 28, H, carries 0.118; number 29, H, carries 0.125; number 30, H, carries 0.137; number 31, H, carries 0.135; number 32, H, carries 0.130; number 33, H, carries 0.126; number 34, C, carries -0.058; number 35, C, carries -0.664; number 36, C, carries -0.067; number 37, C, carries -0.070; number 38, P, carries 1.113; number 39, C, carries -0.366; number 40, C, carries -0.109; number 41, C, carries -0.053; number 42, C, carries -0.045; number 43, C, carries -0.043; number 44, C, carries -0.090; number 45, C, carries -0.676; number 46, C, carries -0.059; number 47, C, carries -0.113; number 48, C, carries -0.071; number 49, H, carries 0.103; number 50, H, carries 0.084; number 51, H, carries 0.072; number 52, H, carries 0.107; number 53, H, carries 0.060; number 54, H, carries 0.090; number 55, H, carries 0.105; number 56, H, carries 0.075; number 57, H, carries 0.059; number 58, H, carries 0.082; number 59, H, carries 0.117; number 60, H, carries 0.120; number 61, H, carries 0.120; number 62, H, carries 0.101; number 63, H, carries 0.075; number 64, H, carries 0.079; number 65, H, carries 0.103; number 66, H, carries 0.064; number 67, H, carries 0.114; number 68, H, carries 0.040; number 69, H, carries 0.084; number 70, H, carries 0.056; number 71, H, carries 0.106

---

(2)
The following is a DFT calculation (wB97M-V/def2-TZVPD) of C29H35N7O4S3SbSe4Si2Tc as an isolated structure.

CARTESIAN COORDINATES (ANGSTROEM)
Tc (0.293, -0.057, 0.019)
N (4.161, 5.952, 4.144)
C (3.798, 4.926, 3.309)
C (4.189, 4.938, 1.963)
C (3.807, 3.930, 1.107)
C (3.000, 2.901, 1.580)
C (2.616, 2.863, 2.916)
C (3.016, 3.867, 3.776)
S (2.582, 1.560, 0.541)
O (1.819, 0.609, 1.444)
O (3.811, 1.094, -0.030)
N (1.422, 1.824, -0.554)
C (1.871, 2.178, -1.836)
N (1.446, 1.384, -2.818)
C (1.801, 1.732, -4.046)
C (2.568, 2.857, -4.307)
C (2.963, 3.594, -3.206)
N (2.617, 3.270, -1.963)
H (4.873, 6.593, 3.848)
H (4.052, 5.836, 5.135)
H (4.808, 5.747, 1.597)
H (4.124, 3.936, 0.074)
H (2.013, 2.041, 3.278)
H (2.725, 3.833, 4.819)
H (1.471, 1.076, -4.845)
H (2.849, 3.136, -5.311)
H (3.577, 4.481, -3.320)
C (-1.582, -3.699, 0.226)
Si (-0.750, -3.056, 1.768)
C (0.795, -3.970, 2.237)
C (-2.032, -3.255, 3.106)
N (-0.350, -1.288, 1.514)
C (-0.443, -0.527, 2.586)
C (-0.117, -0.930, 3.941)
C (-0.251, -0.085, 4.976)
C (-0.810, 1.227, 4.781)
C (-1.083, 1.689, 3.550)
C (-0.792, 0.887, 2.378)
N (-0.823, 1.304, 1.142)
Si (-1.321, 3.058, 0.729)
C (-1.155, 3.679, -1.012)
C (-0.307, 4.258, 1.747)
C (-3.133, 3.146, 1.182)
H (-1.009, -4.507, -0.243)
H (-2.554, -4.101, 0.519)
H (-1.780, -2.928, -0.513)
H (0.652, -5.028, 2.006)
H (1.024, -3.889, 3.301)
H (1.664, -3.634, 1.672)
H (-2.165, -4.332, 3.246)
H (-2.984, -2.856, 2.756)
H (-1.818, -2.820, 4.080)
H (0.314, -1.911, 4.088)
H (0.057, -0.386, 5.968)
H (-0.998, 1.852, 5.645)
H (-1.497, 2.679, 3.426)
H (-0.137, 3.991, -1.233)
H (-1.789, 4.573, -1.021)
H (-1.503, 3.014, -1.797)
H (0.509, 4.651, 1.137)
H (0.127, 3.853, 2.657)
H (-0.945, 5.096, 2.038)
H (-3.740, 2.998, 0.284)
H (-3.367, 4.141, 1.568)
H (-3.458, 2.415, 1.921)
Se (2.035, -3.563, -4.338)
Sb (1.335, -3.910, -2.136)
Se (0.223, -1.561, -1.758)
Se (2.290, -1.658, -0.669)
Se (1.520, -6.016, -1.067)
O (-4.517, 0.424, 2.507)
S (-4.566, -0.474, 1.390)
O (-5.048, -1.809, 1.587)
N (-3.062, -0.523, 0.685)
C (-3.055, 0.077, -0.447)
S (-1.689, 0.448, -1.457)
C (-4.403, 0.565, -0.924)
C (-4.747, 1.178, -2.115)
C (-6.080, 1.516, -2.316)
C (-7.043, 1.243, -1.348)
C (-6.696, 0.621, -0.153)
C (-5.368, 0.300, 0.024)
H (-3.997, 1.378, -2.870)
H (-6.376, 1.994, -3.239)
H (-8.072, 1.519, -1.528)
H (-7.437, 0.399, 0.603)

Properties
ΔE to the lowest compared entry with this formula, charge and spin ... 0.0 kcal per mole
Kohn-Sham gap ... 5.8 eV
Lowest unoccupied orbital energy ... -1.739 eV
Charge ... 0
Electronic energy ... -13510.76988 a.u.

Here is what Löwdin gives for the atomic charges, in e: number 1, Tc, carries 0.805; number 2, N, carries 0.112; number 3, C, carries -0.314; number 4, C, carries -0.019; number 5, C, carries -0.053; number 6, C, carries -0.298; number 7, C, carries -0.072; number 8, C, carries -0.023; number 9, S, carries 0.621; number 10, O, carries -0.470; number 11, O, carries -0.302; number 12, N, carries -0.204; number 13, C, carries -0.494; number 14, N, carries 0.122; number 15, C, carries -0.105; number 16, C, carries -0.047; number 17, C, carries -0.115; number 18, N, carries 0.136; number 19, H, carries 0.095; number 20, H, carries 0.095; number 21, H, carries 0.113; number 22, H, carries 0.103; number 23, H, carries 0.106; number 24, H, carries 0.114; number 25, H, carries 0.117; number 26, H, carries 0.100; number 27, H, carries 0.110; number 28, C, carries -0.197; number 29, Si, carries 0.464; number 30, C, carries -0.177; number 31, C, carries -0.148; number 32, N, carries -0.113; number 33, C, carries -0.310; number 34, C, carries -0.041; number 35, C, carries -0.053; number 36, C, carries -0.047; number 37, C, carries -0.035; number 38, C, carries -0.304; number 39, N, carries -0.136; number 40, Si, carries 0.492; number 41, C, carries -0.194; number 42, C, carries -0.153; number 43, C, carries -0.147; number 44, H, carries -0.030; number 45, H, carries 0.043; number 46, H, carries -0.026; number 47, H, carries 0.022; number 48, H, carries 0.029; number 49, H, carries 0.001; number 50, H, carries 0.049; number 51, H, carries 0.018; number 52, H, carries 0.028; number 53, H, carries 0.096; number 54, H, carries 0.111; number 55, H, carries 0.112; number 56, H, carries 0.093; number 57, H, carries 0.019; number 58, H, carries 0.047; number 59, H, carries -0.019; number 60, H, carries 0.037; number 61, H, carries 0.009; number 62, H, carries 0.044; number 63, H, carries 0.033; number 64, H, carries 0.043; number 65, H, carries 0.012; number 66, Se, carries -0.033; number 67, Sb, carries 0.031; number 68, Se, carries 0.070; number 69, Se, carries 0.231; number 70, Se, carries -0.016; number 71, O, carries -0.285; number 72, S, carries 0.647; number 73, O, carries -0.280; number 74, N, carries -0.047; number 75, C, carries -0.688; number 76, S, carries 0.647; number 77, C, carries -0.235; number 78, C, carries -0.029; number 79, C, carries -0.056; number 80, C, carries -0.058; number 81, C, carries -0.021; number 82, C, carries -0.227; number 83, H, carries 0.104; number 84, H, carries 0.108; number 85, H, carries 0.108; number 86, H, carries 0.125

---

(3)
The following is a DFT calculation (wB97M-V/def2-TZVPD) of C29H35N7P2Re as an isolated structure.

CARTESIAN COORDINATES (ANGSTROEM)
Re (-0.003, 1.007, -3.173)
C (-1.666, 1.440, -5.405)
C (-1.398, 0.088, -5.469)
C (-0.457, -0.443, -6.519)
C (0.838, 0.362, -6.651)
C (1.259, 1.135, -5.425)
C (0.901, 2.437, -5.055)
C (-0.073, 3.268, -5.857)
C (-1.234, 2.458, -6.428)
C (0.581, 2.568, -2.031)
H (-2.548, 1.743, -4.843)
H (-2.227, -0.651, -5.259)
H (-0.948, -0.447, -7.512)
H (-0.245, -1.483, -6.259)
H (1.630, -0.380, -6.836)
H (0.790, 0.984, -7.560)
H (2.257, 0.819, -5.113)
H (1.650, 3.032, -4.515)
H (0.417, 3.812, -6.679)
H (-0.516, 4.042, -5.216)
H (-2.065, 3.161, -6.603)
H (-0.994, 2.035, -7.422)
H (-0.266, 2.987, -1.455)
H (0.987, 3.350, -2.688)
H (1.364, 2.257, -1.313)
P (1.609, -0.657, -3.055)
P (-1.962, -1.076, -3.132)
N (3.405, -0.055, -3.532)
N (2.325, -1.440, -1.624)
N (-3.053, 0.450, -2.579)
N (-2.981, -2.096, -2.159)
C (0.845, -2.103, -3.925)
C (-0.659, -2.410, -3.641)
C (3.763, 1.295, -3.504)
C (5.059, 1.432, -3.988)
C (5.548, 0.118, -4.251)
C (4.512, -0.768, -3.954)
C (3.142, -0.706, -0.741)
C (4.068, -1.563, -0.168)
C (3.817, -2.876, -0.681)
C (2.740, -2.780, -1.545)
C (-2.429, 1.732, -2.325)
C (-3.261, 2.729, -2.904)
C (-4.442, 2.101, -3.354)
C (-4.271, 0.713, -3.172)
C (-4.084, -2.725, -2.774)
C (-4.889, -3.262, -1.793)
C (-4.292, -2.964, -0.517)
C (-3.133, -2.237, -0.764)
H (1.449, -2.985, -3.664)
H (1.009, -1.961, -5.003)
H (-1.135, -2.776, -4.573)
H (-0.734, -3.206, -2.885)
H (3.062, 2.036, -3.150)
H (5.570, 2.376, -4.127)
H (6.522, -0.159, -4.616)
H (4.477, -1.851, -3.985)
H (2.991, 0.354, -0.592)
H (4.867, -1.273, 0.499)
H (4.388, -3.777, -0.489)
H (2.208, -3.561, -2.070)
H (-2.038, 1.879, -1.309)
H (-2.930, 3.752, -3.024)
H (-5.335, 2.561, -3.769)
H (-4.979, -0.094, -3.302)
H (-4.153, -2.710, -3.853)
H (-5.802, -3.812, -1.974)
H (-4.692, -3.256, 0.444)
H (-2.416, -1.814, -0.077)
N (-0.359, 0.196, -1.384)
C (-0.535, -0.028, -0.232)
N (-0.988, -0.509, 0.844)
C (-0.740, -0.225, 2.107)
N (-0.609, -0.068, 3.266)

Properties
2S+1 ... 4
Expectation value of S² ... 3.895
ΔE to the lowest compared entry with this formula, charge and spin ... 67.1 kcal per mole
Kohn-Sham gap (alpha / beta) ... 5.8 / 3.4 eV
Lowest unoccupied orbital energy (alpha / beta) ... -7.272 / -9.695 eV
Charge ... +2
Electronic energy ... -2269.35127 a.u.

Here is what Löwdin gives for the atomic charges, in e: number 1, Re, carries 1.106; number 2, C, carries -0.105; number 3, C, carries -0.211; number 4, C, carries -0.181; number 5, C, carries -0.161; number 6, C, carries -0.206; number 7, C, carries -0.217; number 8, C, carries -0.169; number 9, C, carries -0.146; number 10, C, carries -0.269; number 11, H, carries 0.069; number 12, H, carries 0.090; number 13, H, carries 0.148; number 14, H, carries 0.082; number 15, H, carries 0.121; number 16, H, carries 0.133; number 17, H, carries 0.050; number 18, H, carries 0.092; number 19, H, carries 0.137; number 20, H, carries 0.122; number 21, H, carries 0.138; number 22, H, carries 0.124; number 23, H, carries 0.029; number 24, H, carries 0.010; number 25, H, carries 0.023; number 26, P, carries 1.036; number 27, P, carries 1.083; number 28, N, carries -0.153; number 29, N, carries -0.235; number 30, N, carries -0.172; number 31, N, carries -0.283; number 32, C, carries -0.324; number 33, C, carries -0.297; number 34, C, carries -0.036; number 35, C, carries 0.034; number 36, C, carries 0.050; number 37, C, carries 0.015; number 38, C, carries -0.139; number 39, C, carries -0.042; number 40, C, carries -0.043; number 41, C, carries -0.127; number 42, C, carries -0.256; number 43, C, carries -0.053; number 44, C, carries -0.037; number 45, C, carries -0.067; number 46, C, carries -0.160; number 47, C, carries -0.068; number 48, C, carries -0.046; number 49, C, carries -0.096; number 50, H, carries 0.068; number 51, H, carries 0.064; number 52, H, carries 0.090; number 53, H, carries 0.093; number 54, H, carries 0.111; number 55, H, carries 0.133; number 56, H, carries 0.133; number 57, H, carries 0.148; number 58, H, carries 0.106; number 59, H, carries 0.114; number 60, H, carries 0.116; number 61, H, carries 0.101; number 62, H, carries 0.109; number 63, H, carries 0.121; number 64, H, carries 0.120; number 65, H, carries 0.125; number 66, H, carries 0.104; number 67, H, carries 0.107; number 68, H, carries 0.109; number 69, H, carries 0.071; number 70, N, carries -0.176; number 71, C, carries -0.266; number 72, N, carries 0.098; number 73, C, carries -0.336; number 74, N, carries 0.144